A single C17H25N3O3 molecule in a non-equilibrium geometry, computed with ωB97M-V/def2-TZVPD.

Last columns: bonded neighbours and bond lengths (Å).
Positions of all 48 atoms, in Å:
1 O 4.12 1.95 -0.28  C2 1.216
2 C 4.58 0.83 -0.17  O1 1.216, N3 1.354, C19 1.472
3 N 3.82 -0.29 -0.10  C2 1.354, C4 1.444, H24 1.008
4 C 2.38 -0.26 -0.14  N3 1.444, C5 1.541, C18 1.533, H25 1.095
5 C 1.82 -1.27 -1.16  C4 1.541, C6 1.531, H26 1.090, H27 1.091
6 C 0.66 -2.08 -0.56  C5 1.531, N7 1.445, H28 1.096, H29 1.091
7 N -0.27 -1.22 0.13  C6 1.445, C8 1.371, C17 1.448
8 C -1.57 -1.17 -0.31  N7 1.371, O9 1.218, N10 1.364
9 O -1.95 -1.85 -1.25  C8 1.218
10 N -2.41 -0.36 0.40  C8 1.364, C11 1.449, H30 1.005
11 C -3.75 -0.08 -0.06  N10 1.449, C12 1.529, C16 1.532, H31 1.094
12 C -4.74 -0.17 1.10  C11 1.529, C13 1.526, H32 1.091, H33 1.094
13 C -6.16 0.09 0.61  C12 1.526, C14 1.526, H34 1.092, H35 1.092
14 C -6.25 1.47 -0.05  C13 1.526, C15 1.526, H36 1.093, H37 1.092
15 C -5.26 1.56 -1.21  C14 1.526, C16 1.525, H38 1.092, H39 1.092
16 C -3.84 1.29 -0.72  C11 1.532, C15 1.525, H40 1.092, H41 1.094
17 C 0.26 -0.39 1.19  N7 1.448, C18 1.526, H42 1.100, H43 1.099
18 C 1.78 -0.51 1.25  C4 1.533, C17 1.526, H44 1.091, H45 1.091
19 C 6.03 0.57 -0.10  C2 1.472, C20 1.370, O23 1.357
20 C 7.07 1.46 -0.17  C19 1.370, C21 1.411, H46 1.070
21 C 8.25 0.69 -0.06  C20 1.411, C22 1.362, H47 1.070
22 C 7.84 -0.61 0.06  C21 1.362, O23 1.340, H48 1.072
23 O 6.50 -0.69 0.04  C19 1.357, C22 1.340
24 H 4.27 -1.18 0.04  N3 1.008
25 H 2.13 0.77 -0.44  C4 1.095
26 H 1.47 -0.74 -2.04  C5 1.090
27 H 2.61 -1.96 -1.47  C5 1.091
28 H 1.04 -2.85 0.13  C6 1.096
29 H 0.10 -2.58 -1.35  C6 1.091
30 H -2.03 0.27 1.09  N10 1.005
31 H -3.98 -0.86 -0.80  C11 1.094
32 H -4.68 -1.17 1.56  C12 1.091
33 H -4.47 0.56 1.86  C12 1.094
34 H -6.44 -0.67 -0.11  C13 1.092
35 H -6.85 0.04 1.45  C13 1.092
36 H -6.02 2.24 0.69  C14 1.093
37 H -7.26 1.64 -0.41  C14 1.092
38 H -5.52 0.83 -1.97  C15 1.092
39 H -5.31 2.55 -1.66  C15 1.092
40 H -3.14 1.34 -1.56  C16 1.092
41 H -3.55 2.06 0.00  C16 1.094
42 H -0.17 -0.67 2.16  C17 1.100
43 H 0.02 0.67 0.99  C17 1.099
44 H 2.17 0.23 1.95  C18 1.091
45 H 2.08 -1.50 1.61  C18 1.091
46 H 6.99 2.52 -0.27  C20 1.070
47 H 9.26 1.04 -0.07  C21 1.070
48 H 8.39 -1.52 0.17  C22 1.072

Summary:
SMILES string = O=C(NC1CCN(C(=O)NC2CCCCC2)CC1)c1ccco1
highest occupied orbital energy = -0.3257 Ha
frontier orbital gap = 9.5 eV
total energy = -28648.8618 eV
ΔE to the lowest compared entry with this formula, charge and spin = 140.08 kJ/mol



A single C17H25N3S molecule in a non-equilibrium geometry, computed with ωB97M-V/def2-TZVPD.

Last columns: bonded neighbours and bond lengths (Å).
Positions of all 46 atoms, in Å:
1 C 6.44 0.63 0.59  C2 1.523, H22 1.087, H23 1.088, H24 1.088
2 C 4.95 0.84 0.39  C1 1.523, C3 1.532, H25 1.092, H26 1.091
3 C 4.20 -0.49 0.33  C2 1.532, N4 1.447, H27 1.095, H28 1.093
4 N 2.79 -0.35 0.03  C3 1.447, C5 1.343, C19 1.450
5 C 2.36 -0.55 -1.23  N4 1.343, N6 1.273, H29 1.087
6 N 1.21 -0.45 -1.75  C5 1.273, C7 1.342
7 C -0.03 -0.30 -1.24  N6 1.342, S8 1.745, C11 1.386
8 S -1.02 1.03 -1.78  C7 1.745, C9 1.749
9 C -2.40 0.41 -0.90  S8 1.749, C10 1.354, C18 1.490
10 C -2.12 -0.75 -0.26  C9 1.354, C11 1.431, C14 1.496
11 C -0.76 -1.17 -0.46  C7 1.386, C10 1.431, C12 1.397
12 C -0.21 -2.33 0.09  C11 1.397, N13 1.151
13 N 0.26 -3.27 0.56  C12 1.151
14 C -3.10 -1.51 0.59  C10 1.496, C15 1.532, H30 1.092, H31 1.094
15 C -3.61 -0.67 1.76  C14 1.532, C16 1.529, H32 1.093, H33 1.093
16 C -4.65 0.38 1.36  C15 1.529, C17 1.528, H34 1.093, H35 1.093
17 C -4.11 1.55 0.54  C16 1.528, C18 1.533, H36 1.092, H37 1.093
18 C -3.69 1.16 -0.88  C9 1.490, C17 1.533, H38 1.092, H39 1.095
19 C 1.92 0.14 1.08  N4 1.450, C20 1.534, H40 1.093, H41 1.092
20 C 1.50 1.60 0.90  C19 1.534, C21 1.523, H42 1.092, H43 1.091
21 C 0.33 1.95 1.81  C20 1.523, H44 1.088, H45 1.088, H46 1.087
22 H 6.96 1.59 0.64  C1 1.087
23 H 6.86 0.05 -0.22  C1 1.088
24 H 6.62 0.09 1.52  C1 1.088
25 H 4.77 1.38 -0.55  C2 1.092
26 H 4.55 1.45 1.20  C2 1.091
27 H 4.30 -1.01 1.29  C3 1.095
28 H 4.66 -1.13 -0.43  C3 1.093
29 H 3.15 -0.82 -1.93  C5 1.087
30 H -2.60 -2.40 0.97  C14 1.092
31 H -3.94 -1.83 -0.03  C14 1.094
32 H -2.77 -0.18 2.26  C15 1.093
33 H -4.07 -1.34 2.48  C15 1.093
34 H -5.09 0.79 2.28  C16 1.093
35 H -5.46 -0.11 0.80  C16 1.093
36 H -3.26 2.00 1.06  C17 1.092
37 H -4.90 2.31 0.47  C17 1.093
38 H -3.58 2.06 -1.49  C18 1.092
39 H -4.48 0.55 -1.33  C18 1.095
40 H 1.03 -0.49 1.12  C19 1.093
41 H 2.44 0.02 2.03  C19 1.092
42 H 2.35 2.26 1.13  C20 1.092
43 H 1.22 1.78 -0.14  C20 1.091
44 H 0.58 1.77 2.85  C21 1.088
45 H -0.53 1.33 1.56  C21 1.088
46 H 0.05 2.99 1.69  C21 1.087

Summary:
SMILES string = CCCN(/C=N\c1sc2c(c1C#N)CCCCC2)CCC
highest occupied orbital energy = -0.2801 Ha
frontier orbital gap = 8.4 eV
total energy = -33340.3579 eV
ΔE to the lowest compared entry with this formula, charge and spin = 72.34 kJ/mol



A single C17H25N5O2 molecule in a non-equilibrium geometry, computed with ωB97M-V/def2-TZVPD.

Last columns: bonded neighbours and bond lengths (Å).
Positions of all 49 atoms, in Å:
1 C -7.77 0.00 0.77  C2 1.523, H25 1.087, H26 1.087, H27 1.088
2 C -6.79 -0.32 -0.34  C1 1.523, C3 1.526, H28 1.092, H29 1.092
3 C -5.40 0.23 -0.04  C2 1.526, C4 1.529, H30 1.092, H31 1.092
4 C -4.41 -0.10 -1.16  C3 1.529, N5 1.431, H32 1.093, H33 1.092
5 N -3.11 0.40 -0.83  C4 1.431, N6 1.303, N24 1.319
6 N -2.54 1.41 -1.43  N5 1.303, N7 1.289
7 N -1.40 1.60 -0.87  N6 1.289, C8 1.349
8 C -1.30 0.67 0.10  N7 1.349, N9 1.367, N24 1.325
9 N -0.20 0.59 0.91  C8 1.367, C10 1.366, H34 1.013
10 C 0.00 -0.28 1.94  N9 1.366, O11 1.203, C12 1.534
11 O -0.81 -1.09 2.33  C10 1.203
12 C 1.37 -0.09 2.59  C10 1.534, O13 1.404, H35 1.095, H36 1.096
13 O 2.33 0.48 1.73  C12 1.404, C14 1.381
14 C 2.78 -0.28 0.67  O13 1.381, C15 1.387, C20 1.401
15 C 2.31 -1.55 0.38  C14 1.387, C16 1.390, H37 1.079
16 C 2.80 -2.26 -0.71  C15 1.390, C17 1.498, C18 1.386
17 C 2.29 -3.64 -0.99  C16 1.498, H38 1.088, H39 1.087, H40 1.091
18 C 3.77 -1.67 -1.51  C16 1.386, C19 1.383, H41 1.080
19 C 4.23 -0.40 -1.23  C18 1.383, C20 1.385, H42 1.079
20 C 3.76 0.32 -0.14  C14 1.401, C19 1.385, C21 1.510
21 C 4.25 1.72 0.15  C20 1.510, C22 1.530, C23 1.531, H43 1.093
22 C 5.77 1.74 0.33  C21 1.530, H44 1.087, H45 1.088, H46 1.088
23 C 3.83 2.67 -0.97  C21 1.531, H47 1.087, H48 1.088, H49 1.088
24 N -2.37 -0.10 0.14  N5 1.319, C8 1.325
25 H -8.76 -0.41 0.54  C1 1.087
26 H -7.44 -0.44 1.71  C1 1.087
27 H -7.86 1.07 0.91  C1 1.088
28 H -6.73 -1.41 -0.47  C2 1.092
29 H -7.15 0.10 -1.28  C2 1.092
30 H -5.45 1.31 0.09  C3 1.092
31 H -5.03 -0.20 0.89  C3 1.092
32 H -4.34 -1.18 -1.29  C4 1.093
33 H -4.70 0.38 -2.10  C4 1.092
34 H 0.54 1.25 0.68  N9 1.013
35 H 1.26 0.63 3.41  C12 1.095
36 H 1.71 -1.04 3.01  C12 1.096
37 H 1.55 -2.01 0.99  C15 1.079
38 H 1.23 -3.72 -0.75  C17 1.088
39 H 2.43 -3.90 -2.04  C17 1.087
40 H 2.82 -4.37 -0.38  C17 1.091
41 H 4.16 -2.21 -2.36  C18 1.080
42 H 4.98 0.04 -1.87  C19 1.079
43 H 3.79 2.05 1.08  C21 1.093
44 H 6.28 1.47 -0.58  C22 1.087
45 H 6.07 1.05 1.12  C22 1.088
46 H 6.09 2.74 0.62  C22 1.088
47 H 4.28 2.39 -1.92  C23 1.087
48 H 2.75 2.66 -1.10  C23 1.088
49 H 4.13 3.69 -0.73  C23 1.088

Summary:
SMILES string = CCCCn1nnc(NC(=O)COc2cc(C)ccc2C(C)C)n1
highest occupied orbital energy = -0.3142 Ha
frontier orbital gap = 9.4 eV
total energy = -29580.0221 eV
ΔE to the lowest compared entry with this formula, charge and spin = 181.67 kJ/mol